1:
Here is an isolated ion of composition C4H11N2 and charge +1 from the OMol25 dataset. Energies are from the ωB97M-V functional and the def2-TZVPD basis.

CARTESIAN COORDINATES (ANGSTROEM)
C  0.86  -0.26  -1.38
C  1.32  -0.34  0.06
C  0.22  -0.75  1.05
C  -1.89  0.38  1.62
N  -1.01  0.03  0.78
N  -0.04  0.89  -1.55
H  0.22  -1.13  -1.61
H  1.67  -0.22  -2.08
H  2.07  -1.14  0.12
H  1.72  0.63  0.32
H  -0.02  -1.79  0.88
H  0.54  -0.49  2.05
H  -1.90  -0.02  2.63
H  -2.67  1.08  1.34
H  -0.64  0.82  -2.38
H  -0.94  0.56  -0.16
H  0.49  1.75  -1.66

Summary:
- HOMO-LUMO gap (eV) = 9.9048
- E_LUMO (eV) = -4.45
- 2S+1 = 1
- structure (SMILES) = C=[NH+]CCCN
- net charge = +1


2:
Here is a 2-piece molecular cluster, C4H11N2 overall from the OMol25 dataset. Energies are from the ωB97M-V functional and the def2-TZVPD basis.

CARTESIAN COORDINATES (ANGSTROEM)
C  1.41  1.05  -1.28
C  -0.85  1.68  -1.34
N  0.03  0.93  -0.75
H  2.09  1.23  -0.44
H  1.43  1.93  -1.95
H  1.70  0.18  -1.89
H  -1.84  1.85  -0.92
H  -0.59  2.24  -2.26
C  -0.30  -1.16  2.34
C  -0.17  -1.09  -0.14
N  -0.80  -1.48  0.98
H  -0.40  -2.06  2.94
H  -0.91  -0.32  2.76
H  0.72  -0.80  2.26
H  0.93  -1.14  -0.24
H  -0.72  -1.15  -1.02
H  -1.73  -1.87  0.97

Summary:
- HOMO-LUMO gap (eV) = 10.3224
- E_LUMO (eV) = -4.21
- 2S+1 = 1
- net charge = +1


Quick ranking, most stable first: 1, 2.


1:
Here is a 2-piece molecular cluster, C4H8NO3 overall from the OMol25 dataset. Energies are from the ωB97M-V functional and the def2-TZVPD basis.

CARTESIAN COORDINATES (ANGSTROEM)
C  -0.91  0.74  -1.73
C  -1.26  -0.73  -1.72
O  -2.16  -1.16  -2.43
N  -0.52  -1.51  -0.92
H  -0.86  -2.45  -0.81
H  0.09  -1.14  -0.18
H  -0.49  1.05  -0.78
H  -1.80  1.28  -2.05
H  -0.10  0.89  -2.44
C  1.09  2.01  1.83
C  1.23  0.50  1.59
O  0.15  -0.13  1.41
O  2.39  0.03  1.60
H  0.13  2.33  1.46
H  1.84  2.64  1.36
H  1.11  2.20  2.91

Summary:
- HOMO-LUMO gap (eV) = 8.5150
- E_LUMO (eV) = 3.92
- 2S+1 = 1
- net charge = -1


2:
Here is a 2-piece molecular cluster, C4H8NO3 overall from the OMol25 dataset. Energies are from the ωB97M-V functional and the def2-TZVPD basis.

CARTESIAN COORDINATES (ANGSTROEM)
C  0.63  2.26  0.47
C  -0.73  2.17  -0.23
O  -1.42  3.16  -0.50
N  -1.14  0.91  -0.50
H  -1.76  0.81  -1.29
H  -0.49  0.09  -0.37
H  1.16  3.09  -0.03
H  1.23  1.44  0.07
H  0.63  2.34  1.55
C  -0.34  -2.14  1.16
C  0.80  -2.07  0.08
O  1.63  -2.98  0.06
O  0.66  -1.14  -0.77
H  -1.10  -2.79  0.76
H  -0.86  -1.20  1.37
H  -0.04  -2.41  2.18

Summary:
- HOMO-LUMO gap (eV) = 8.5605
- E_LUMO (eV) = 3.84
- 2S+1 = 1
- net charge = -1


3:
Here is a 2-piece molecular cluster, C4H8NO3 overall from the OMol25 dataset. Energies are from the ωB97M-V functional and the def2-TZVPD basis.

CARTESIAN COORDINATES (ANGSTROEM)
C  1.37  -1.75  -0.13
C  1.41  -0.74  -1.31
O  2.54  -0.44  -1.70
N  0.28  -0.44  -1.95
H  0.26  0.25  -2.62
H  -0.54  -0.30  -1.36
H  0.63  -2.57  -0.34
H  1.05  -1.14  0.74
H  2.29  -2.30  0.04
C  -2.34  1.55  2.09
C  -1.26  0.83  1.15
O  -1.32  0.92  -0.04
O  -0.34  0.08  1.68
H  -2.15  1.62  3.24
H  -3.26  1.14  1.89
H  -2.42  2.56  1.82

Summary:
- HOMO-LUMO gap (eV) = 8.3229
- E_LUMO (eV) = 4.11
- 2S+1 = 1
- net charge = -1


4:
Here is a 3-piece molecular cluster, C4H8NO3 overall from the OMol25 dataset. Energies are from the ωB97M-V functional and the def2-TZVPD basis.

CARTESIAN COORDINATES (ANGSTROEM)
C  0.83  3.19  -0.28
C  -1.71  -0.39  1.04
C  -0.92  -1.36  0.27
C  0.26  -1.00  -0.34
N  0.80  4.33  -0.19
O  0.54  5.54  -0.08
O  2.88  0.53  -1.74
O  0.74  0.24  -0.29
H  1.10  2.17  -0.40
H  -1.02  0.36  1.29
H  -2.05  -0.68  2.01
H  -2.58  -0.12  0.57
H  -1.24  -2.40  0.33
H  3.43  0.60  -0.97
H  0.81  -1.55  -0.96
H  1.85  0.44  -1.21

Summary:
- HOMO-LUMO gap (eV) = 7.4468
- E_LUMO (eV) = 3.88
- 2S+1 = 1
- net charge = -1


Quick ranking, most stable first: 1, 2, 3, 4.


1:
Here is a 2-piece molecular cluster, C4H8NO3 overall from the OMol25 dataset. Energies are from the ωB97M-V functional and the def2-TZVPD basis.

CARTESIAN COORDINATES (ANGSTROEM)
C  0.74  -1.28  -2.90
C  -0.05  -1.05  -1.57
O  0.55  -0.23  -0.78
O  -1.07  -1.70  -1.36
H  0.01  -1.19  -3.71
H  1.18  -2.27  -3.03
H  1.49  -0.50  -2.90
C  -0.70  0.06  2.38
C  -0.42  1.49  2.00
O  -0.85  2.40  2.71
N  0.45  1.69  0.98
H  0.52  2.64  0.63
H  0.39  0.96  0.21
H  -1.03  0.05  3.41
H  0.17  -0.58  2.19
H  -1.38  -0.50  1.73

Summary:
- HOMO-LUMO gap (eV) = 8.9075
- E_LUMO (eV) = 4.05
- 2S+1 = 1
- net charge = -1


2:
Here is an isolated ion of composition C4H8NO3 and charge -1 from the OMol25 dataset. Energies are from the ωB97M-V functional and the def2-TZVPD basis.

CARTESIAN COORDINATES (ANGSTROEM)
C  0.82  -1.72  -0.58
O  -0.01  -2.77  -0.60
C  -0.10  -0.50  -0.26
C  0.53  0.82  -0.17
C  -0.19  1.94  0.46
O  -1.26  2.21  -0.45
O  -0.03  2.69  1.36
N  -0.86  -0.86  0.89
H  1.66  -1.59  0.22
H  1.57  -1.62  -1.49
H  -0.90  -0.58  -1.02
H  0.47  1.12  -1.24
H  1.54  0.69  0.20
H  -1.86  2.82  -0.04
H  -0.31  -0.73  1.78
H  -1.08  -1.90  0.94

Summary:
- HOMO-LUMO gap (eV) = 6.1575
- E_LUMO (eV) = 3.40
- 2S+1 = 1
- structure (SMILES) = N[C@H](C[O-])CC(=O)O
- net charge = -1


3:
Here is a 2-piece molecular cluster, C4H8NO3 overall from the OMol25 dataset. Energies are from the ωB97M-V functional and the def2-TZVPD basis.

CARTESIAN COORDINATES (ANGSTROEM)
O  -0.92  -1.58  -1.84
C  -0.80  -0.70  -1.01
C  0.13  0.48  -1.20
C  0.83  0.40  -2.58
H  -1.40  -0.69  -0.10
H  0.87  0.46  -0.39
H  -0.42  1.41  -1.08
H  1.31  -0.58  -2.71
H  1.60  1.17  -2.58
H  0.13  0.51  -3.40
N  -0.12  -0.17  3.53
C  -0.32  -0.12  2.12
O  -1.01  0.83  1.70
O  0.25  -1.02  1.46
H  0.43  -0.88  3.98
H  -0.57  0.50  4.12

Summary:
- HOMO-LUMO gap (eV) = 8.4117
- E_LUMO (eV) = 4.00
- 2S+1 = 1
- net charge = -1


4:
Here is a 2-piece molecular cluster, C4H8NO3 overall from the OMol25 dataset. Energies are from the ωB97M-V functional and the def2-TZVPD basis.

CARTESIAN COORDINATES (ANGSTROEM)
C  -1.42  -0.55  0.72
C  -1.14  -2.02  0.68
O  -1.77  -2.83  1.34
N  -0.04  -2.35  -0.04
H  0.02  -3.22  -0.55
H  0.57  -1.62  -0.38
H  -0.56  0.10  0.63
H  -1.94  -0.33  1.66
H  -2.08  -0.17  -0.06
C  1.28  2.20  0.03
C  0.96  1.37  -1.27
O  0.52  0.21  -1.12
O  1.43  1.88  -2.30
H  0.78  1.93  0.95
H  1.04  3.22  -0.29
H  2.37  2.18  0.00

Summary:
- HOMO-LUMO gap (eV) = 8.4555
- E_LUMO (eV) = 3.89
- 2S+1 = 1
- net charge = -1


Quick ranking, most stable first: 1, 4, 3, 2.